Entry 1:
ORCA calculation (ωB97M-V with the def2-TZVPD basis set) on 2 unconnected molecules or ions with the total composition C3H4N2O2.

```
11
Properties=species:S:1:pos:R:3
H 0.4445 -2.1612 -0.0929
N 0.3592 -1.2318 0.0658
C 0.1537 -0.8933 1.2676
C -0.0551 0.4529 1.6630
C -0.2104 1.6313 1.8072
H -0.0606 -1.4495 2.1367
H -0.6713 2.5024 2.2124
O -0.9754 1.3024 -2.9865
N -0.4882 0.6381 -2.1100
O 0.6533 -0.1036 -2.3743
H 0.8504 -0.6877 -1.5890
```

Results
LUMO level = -0.2 eV
energy relative to the best compared isomer or geometry (same formula, charge and spin) = 7.222 eV
E = -376.49841 Ha
M = 100.077 Da
max |F| = 3.9 eV/A
E_HOMO = -9.494 eV
structure (SMILES) = [H]/N=C/C#C.O=NO
frontier orbital gap = 9.247 eV

***

Entry 2:
ORCA calculation (ωB97M-V with the def2-TZVPD basis set) on 2 unconnected molecules or ions with the total composition C4H5Cl3N2O.

```
15
Properties=species:S:1:pos:R:3
O -1.2386 -0.5756 1.1774
C -0.3233 -0.0640 0.5697
C 1.1866 -0.2457 0.7344
C 1.6005 0.6296 -0.3530
N 0.6902 1.1025 -1.1128
N -0.4814 0.8251 -0.4783
H 1.6059 -1.2683 0.7680
H 1.3088 0.2495 1.7773
H 2.5991 0.8724 -0.5293
H -1.4037 1.0544 -0.8379
Cl -4.3295 1.8119 0.4998
C -4.3027 0.0398 0.1587
Cl -4.3970 -0.1921 -1.5945
Cl -5.6203 -0.7590 0.9761
H -3.2866 -0.2723 0.5747
```

Results
LUMO level = 0.7 eV
energy relative to the best compared isomer or geometry (same formula, charge and spin) = 0.000 eV
E = -1720.71172 Ha
M = 203.456 Da
max |F| = 3.0 eV/A
E_HOMO = -9.612 eV
structure (SMILES) = O=C1CC=NN1.ClC(Cl)Cl
frontier orbital gap = 10.282 eV

***

Entry 3:
ORCA calculation (ωB97M-V with the def2-TZVPD basis set) on a molecular structure, C42H62CrN9PS.

```
116
Properties=species:S:1:pos:R:3
Cr -0.0374 0.1364 0.2764
C -0.7079 -1.3697 4.6174
N -1.7553 -0.5487 4.0427
C -3.0097 -1.2890 4.0754
C -1.4607 -0.1702 2.6287
N -0.0423 0.2578 2.4402
N -2.3168 0.9884 2.4148
C -2.5696 1.4693 1.1982
N -3.5700 2.4476 1.0977
N -1.8945 1.0681 0.1673
H -1.0336 -1.7347 5.5921
H 0.2042 -0.7910 4.7773
H -0.4657 -2.2466 3.9914
H -3.2790 -1.5042 5.1116
H -2.9494 -2.2330 3.5144
H -3.8078 -0.6949 3.6320
H 0.5020 -0.5928 2.5334
H -2.6471 1.5119 3.2170
H -4.3048 2.3319 1.7821
H -3.9555 2.4909 0.1639
H -2.2037 1.4876 -0.7015
C 2.9923 -3.5689 -0.6905
C 1.6703 -3.8798 0.0130
C 1.3204 -5.3553 -0.2095
P 0.3361 -2.5814 -0.3348
C -1.1960 -3.5789 -0.0424
C -1.3150 -3.8761 1.4515
C -2.4315 -2.8267 -0.5184
C 0.3787 -2.2843 -2.1269
C 0.5045 -3.3498 -3.0268
C 0.5821 -3.1942 -4.3968
C 0.7177 -4.3687 -5.3279
C 0.5411 -1.8823 -4.8753
C 0.3900 -0.8097 -4.0285
C 0.2616 -0.9581 -2.6224
N 0.0195 0.1387 -1.8221
C -0.5982 1.2316 -2.4999
C 0.0694 2.4429 -2.7223
C 1.5165 2.6146 -2.3674
C -0.5948 3.5044 -3.3335
C -1.9161 3.4219 -3.7356
C -2.6129 4.5827 -4.3943
C -2.5653 2.2091 -3.5399
C -1.9323 1.1204 -2.9534
C -2.6934 -0.1634 -2.7908
H 2.8615 -3.5132 -1.7723
H 3.7130 -4.3622 -0.4781
H 3.4356 -2.6328 -0.3580
H 1.8305 -3.7659 1.0920
H 1.2188 -5.6054 -1.2644
H 0.4099 -5.6611 0.3006
H 2.1355 -5.9685 0.1836
H -1.1093 -4.5057 -0.6171
H -1.4636 -2.9333 1.9819
H -0.4335 -4.3688 1.8665
H -2.1785 -4.5183 1.6443
H -2.5114 -1.8651 -0.0024
H -3.3293 -3.4074 -0.2894
H -2.3995 -2.6594 -1.5939
H 0.5301 -4.3572 -2.6310
H 0.6668 -5.3096 -4.7789
H 1.6699 -4.3490 -5.8635
H -0.0758 -4.3788 -6.0781
H 0.6246 -1.6998 -5.9422
H 0.3502 0.1880 -4.4470
H 2.0965 1.7550 -2.7052
H 1.6434 2.7220 -1.2880
H 1.9228 3.5150 -2.8303
H -0.0376 4.4167 -3.5193
H -2.0202 5.4959 -4.3131
H -3.5894 4.7702 -3.9427
H -2.7800 4.3968 -5.4573
H -3.5960 2.0966 -3.8645
H -3.7337 -0.0344 -3.0921
H -2.6645 -0.4966 -1.7553
H -2.2588 -0.9629 -3.3952
C 2.7760 -0.8243 1.7655
N 2.2618 0.1785 0.8250
C 3.0062 0.0641 -0.4361
C 2.4895 1.5203 1.3823
C 1.8306 1.8461 2.7056
C 2.4481 2.8483 3.4501
C 1.8732 3.3712 4.5946
C 0.6578 2.8668 5.0285
C 0.0446 1.8411 4.3290
C 0.6121 1.3250 3.1662
H 3.8728 -0.7917 1.7969
H 2.4591 -1.8188 1.4627
H 2.4223 -0.6272 2.7770
H 4.0870 0.0057 -0.2464
H 2.8037 0.9300 -1.0527
H 2.6850 -0.8185 -0.9853
H 2.1276 2.2464 0.6501
H 3.5721 1.6874 1.4901
H 3.3948 3.2448 3.0990
H 2.3710 4.1617 5.1407
H 0.1918 3.2564 5.9246
H -0.8757 1.4014 4.6872
N -2.1191 4.9353 -0.1800
C -0.7698 4.9494 -0.0857
S -0.0037 3.9691 1.0199
N -0.1737 5.8098 -0.9580
C 1.1954 6.0167 -1.2337
C 1.5164 6.4542 -2.5176
C 2.8329 6.6925 -2.8734
C 3.8490 6.4950 -1.9501
C 3.5243 6.0835 -0.6662
C 2.2076 5.8521 -0.2941
H -2.6164 4.3630 0.4887
H -2.6200 5.6496 -0.6812
H -0.7792 6.1608 -1.6848
H 0.7265 6.6067 -3.2450
H 3.0619 7.0266 -3.8770
H 4.8804 6.6700 -2.2254
H 4.3065 5.9459 0.0697
H 1.9668 5.5367 0.7082
```

Results
LUMO level (alpha / beta) = 0.4 / 0.4 eV
energy relative to the best compared isomer or geometry (same formula, charge and spin) = 0.000 eV
E = -3914.48339 Ha
M = 808.058 Da
max |F| = 0.1 eV/A
E_HOMO (alpha / beta) = -5.570 / -5.727 eV
<S²> = 6.015
2S+1 = 5
frontier orbital gap (alpha / beta) = 5.977 / 6.135 eV

***

Entry 4:
ORCA calculation (ωB97M-V with the def2-TZVPD basis set) on a molecular structure, C12H14N2O4Pd.

```
33
Properties=species:S:1:pos:R:3
Pd -0.7947 1.3174 0.6559
O 0.6040 4.2021 3.1260
C 0.0001 3.3393 2.3986
O 0.5655 2.5343 1.6292
C -1.4938 3.3273 2.4993
C -2.3228 4.1300 3.2627
C -3.6972 3.9220 3.1637
C -4.2087 2.9356 2.3178
C -3.3197 2.1703 1.5843
N -2.0058 2.3897 1.7006
C -3.5643 1.0608 0.5984
O -4.7231 0.6185 0.2780
O -2.5671 0.5366 0.0528
H 1.5783 4.1923 3.0387
H -1.9095 4.8925 3.9112
H -4.3764 4.5322 3.7463
H -5.2798 2.7888 2.2502
H -5.4913 1.0372 0.7050
C 4.5156 -9.2015 -3.0793
C 2.1326 -1.1935 -2.0545
C 3.5368 -0.8934 -1.8811
C 1.5754 -2.0213 -3.0994
C 1.1938 -0.4689 -1.1965
N 0.4851 0.1440 -0.5385
H 5.2573 -9.1980 -3.8802
H 3.5324 -9.6399 -3.2559
H 4.7826 -8.8275 -2.0894
H 4.1946 -1.5234 -2.4733
H 3.8238 -0.8441 -0.8214
H 3.6492 0.1659 -2.2044
H 2.2708 -2.7719 -3.4736
H 1.4983 -1.2781 -3.9394
H 0.5582 -2.3753 -2.9318
```

Results
LUMO level = -14.8 eV
E = -1002.34427 Ha
M = 356.674 Da
max |F| = 0.6 eV/A
E_HOMO = -21.905 eV
frontier orbital gap = 7.091 eV
net charge = +4